Entry 1:
Below is a single C25H25NO5 molecule, with properties calculated with wB97M-V/def2-TZVPD.

Output
HOMO level ... -0.2984 Eh
Orbital gap ... 8.6063 eV
Electronic energy ... -38058.559 eV
LUMO energy ... 0.486 eV
Net charge ... 0

Last column: natural (NBO) charge in e.
Positions of all 56 atoms, in Å:
C: -5.51 -4.23 0.87  -0.63
C: -4.84 -3.96 -0.47  -0.07
H: -4.43 -4.87 -0.90  0.19
H: -5.56 -3.50 -1.16  0.20
O: -3.72 -3.08 -0.33  -0.53
C: -4.00 -1.75 -0.29  0.76
O: -5.11 -1.31 -0.39  -0.58
C: -2.77 -0.99 -0.11  -0.05
C: -2.56 0.37 0.02  0.09
C: -1.16 0.54 0.25  -0.29
C: -0.59 -0.73 0.25  0.24
N: -1.56 -1.63 0.04  -0.47
H: -1.46 -2.64 -0.01  0.43
C: 0.85 -1.03 0.43  -0.43
H: 1.15 -1.90 -0.16  0.22
H: 1.06 -1.26 1.48  0.22
C: 1.65 0.22 0.01  -0.22
C: 3.13 0.04 0.28  -0.05
C: 3.62 -0.16 1.56  -0.18
C: 4.97 -0.32 1.76  -0.24
C: 5.89 -0.29 0.71  0.25
C: 5.40 -0.09 -0.59  0.23
C: 4.03 0.07 -0.78  -0.24
H: 3.65 0.23 -1.77  0.21
O: 6.30 -0.06 -1.63  -0.51
C: 5.83 0.18 -2.93  -0.25
H: 5.14 -0.60 -3.27  0.18
H: 5.33 1.15 -3.01  0.18
H: 6.71 0.18 -3.56  0.20
O: 7.18 -0.47 1.10  -0.50
C: 8.25 -0.35 0.19  -0.24
H: 8.27 0.64 -0.28  0.18
H: 8.21 -1.12 -0.58  0.18
H: 9.15 -0.48 0.79  0.19
H: 5.37 -0.47 2.75  0.23
H: 2.95 -0.19 2.41  0.20
C: 1.10 1.45 0.73  -0.49
C: -0.36 1.74 0.40  0.58
O: -0.77 2.87 0.28  -0.54
H: 1.70 2.33 0.49  0.24
H: 1.16 1.30 1.82  0.22
H: 1.50 0.36 -1.07  0.21
C: -3.55 1.44 -0.06  0.00
C: -3.65 2.39 0.95  -0.20
C: -4.59 3.39 0.88  -0.20
C: -5.45 3.47 -0.20  -0.21
C: -5.36 2.53 -1.22  -0.21
C: -4.42 1.52 -1.15  -0.20
H: -4.34 0.79 -1.94  0.21
H: -6.02 2.59 -2.07  0.21
H: -6.18 4.26 -0.26  0.21
H: -4.66 4.12 1.67  0.21
H: -2.98 2.33 1.80  0.21
H: -6.32 -4.94 0.74  0.22
H: -4.79 -4.64 1.58  0.21
H: -5.91 -3.30 1.28  0.23

---

Entry 2:
Below is 2 unconnected molecules or ions with the total composition C25H26N3O3S in a non-equilibrium geometry, with properties calculated with wB97M-V/def2-TZVPD.

Output
HOMO level ... -0.1074 Eh
Orbital gap ... 5.4454 eV
Electronic energy ... -47798.113 eV
LUMO energy ... 2.524 eV
Net charge ... -1

Last column: natural (NBO) charge in e.
Positions of all 58 atoms, in Å:
C: 1.68 3.37 2.09  -0.41
N: 0.41 2.94 1.54  -0.47
C: -0.68 3.73 1.91  0.82
O: -0.59 4.63 2.74  -0.64
N: -1.90 3.44 1.27  -0.47
C: -3.02 4.25 1.69  -0.41
C: -2.12 2.29 0.51  0.69
O: -3.27 1.91 0.25  -0.61
C: -0.93 1.55 0.06  -0.34
C: -1.14 0.40 -0.66  0.08
C: -0.08 -0.44 -1.20  -0.13
C: 0.87 -1.02 -0.34  -0.10
C: 1.85 -1.88 -0.79  -0.10
C: 2.00 -2.11 -2.18  0.25
N: 3.00 -2.91 -2.64  -0.45
C: 3.74 -3.77 -1.73  -0.19
C: 4.04 -3.06 -0.42  -0.40
C: 2.76 -2.52 0.21  -0.42
C: 3.04 -3.35 -4.02  -0.19
C: 2.61 -2.24 -4.96  -0.40
C: 1.25 -1.68 -4.56  -0.41
C: 1.08 -1.50 -3.08  -0.12
C: 0.03 -0.75 -2.58  -0.15
C: 0.40 2.01 0.49  0.69
O: 1.47 1.59 0.05  -0.62
H: 2.45 2.67 1.77  0.24
H: 1.92 4.38 1.72  0.19
H: 1.60 3.40 3.18  0.21
H: -3.87 4.02 1.05  0.23
H: -3.28 4.03 2.74  0.22
H: -2.73 5.29 1.61  0.20
H: -2.15 0.22 -1.01  0.24
H: 0.81 -0.82 0.73  0.24
H: 3.17 -4.69 -1.53  0.17
H: 4.68 -4.05 -2.24  0.19
H: 4.54 -3.75 0.26  0.20
H: 4.73 -2.22 -0.60  0.20
H: 3.00 -1.80 0.99  0.22
H: 2.22 -3.34 0.70  0.21
H: 4.08 -3.66 -4.22  0.19
H: 2.40 -4.24 -4.16  0.16
H: 3.35 -1.43 -4.93  0.20
H: 2.59 -2.62 -5.98  0.20
H: 1.09 -0.72 -5.06  0.21
H: 0.46 -2.35 -4.94  0.20
H: -0.71 -0.31 -3.26  0.20
S: -1.61 -0.75 1.84  -0.40
C: -2.86 -0.03 2.69  -0.17
C: -4.20 -0.33 2.32  -0.25
C: -5.25 0.33 2.93  -0.20
C: -5.02 1.29 3.93  -0.31
C: -3.70 1.54 4.35  -0.22
C: -2.63 0.89 3.75  -0.29
H: -4.34 -1.06 1.53  0.21
H: -6.27 0.10 2.62  0.19
H: -5.85 1.83 4.37  0.19
H: -3.52 2.25 5.16  0.19
H: -1.60 1.08 4.05  0.21